No. 1
# C32H90N8O10Ti2

A molecular structure, C32H90N8O10Ti2 in a non-equilibrium geometry (ωB97M-V/def2-TZVPD, OMol25).

M = 842.85 g/mol
orbital gap (alpha / beta) = 4.04 / 8.76 eV
relative energy (zero: lowest compared OMol25 entry of this formula, charge and spin) = 14.7 kcal/mol
E = -4162.139476 hartree
LUMO (alpha / beta) = 0.275 / 0.172 eV

The geometry in ORCA input format:
```
! wB97M-V def2-TZVPD RIJCOSX def2/J DEFGRID3
* xyz 0 7
Ti -0.453 0.212 0.341
Ti -0.128 -0.515 -2.601
O -0.957 1.253 -1.717
H -0.414 2.053 -1.577
O 0.966 -1.127 -0.726
H 1.718 -1.504 -0.229
C -5.154 0.605 -2.534
C -4.443 -0.007 -1.275
C -5.274 -1.191 -0.727
O -4.462 -1.879 0.280
C -4.973 -3.144 0.613
N -3.180 -0.482 -1.780
H -5.407 -0.045 -3.372
H -4.398 1.303 -2.893
H -6.003 1.201 -2.199
H -4.214 0.750 -0.526
H -5.408 -1.899 -1.545
H -6.189 -0.717 -0.372
H -4.640 -3.436 1.609
H -4.700 -3.901 -0.122
H -6.059 -3.189 0.696
H -2.622 0.346 -1.930
H -3.260 -0.886 -2.702
C 2.666 -4.173 0.240
C 3.691 -3.093 -0.041
C 5.193 -3.643 -0.101
O 5.410 -4.391 1.192
C 5.569 -3.499 2.289
N 3.219 -2.524 -1.236
H 2.817 -4.417 1.292
H 2.885 -5.001 -0.435
H 1.649 -3.782 0.206
H 3.597 -2.252 0.646
H 5.936 -2.850 -0.183
H 5.298 -4.427 -0.851
H 4.575 -3.125 2.534
H 6.282 -2.676 2.246
H 5.917 -4.163 3.080
H 2.702 -3.267 -1.685
H 2.513 -1.843 -0.996
C 3.582 5.633 6.189
C 3.677 4.204 6.453
C 3.143 3.174 5.368
O 1.756 3.202 5.357
C 1.033 2.099 4.783
N 5.062 3.941 6.814
H 4.012 5.901 5.225
H 4.240 6.280 6.768
H 2.584 6.073 6.180
H 3.165 4.042 7.402
H 3.324 2.154 5.708
H 3.604 3.328 4.392
H 1.127 1.223 5.426
H 1.590 1.810 3.891
H -0.018 2.283 4.560
H 5.300 2.965 6.925
H 5.625 4.294 6.053
C 3.614 2.751 0.743
C 3.022 1.691 -0.117
C 4.055 0.896 -0.903
O 5.054 0.235 -0.104
C 6.245 -0.212 -0.874
N 2.260 0.835 0.813
H 3.823 3.579 0.066
H 4.547 2.445 1.217
H 2.827 3.100 1.412
H 2.412 2.111 -0.916
H 4.611 1.641 -1.472
H 3.644 0.278 -1.702
H 6.131 -1.019 -1.598
H 6.936 -0.559 -0.106
H 6.803 0.616 -1.311
H 2.972 0.507 1.449
H 1.913 0.003 0.357
C -2.491 1.383 -5.259
C -1.792 2.683 -4.933
C -2.502 3.487 -3.806
O -3.662 3.994 -4.235
C -4.297 4.669 -3.156
N -0.462 2.231 -4.512
H -1.981 0.754 -5.988
H -3.493 1.637 -5.604
H -2.731 0.900 -4.311
H -1.753 3.299 -5.831
H -1.866 4.310 -3.479
H -2.677 2.799 -2.979
H -4.442 4.041 -2.277
H -5.254 4.974 -3.581
H -3.795 5.565 -2.791
H -0.417 1.883 -3.565
H 0.112 3.059 -4.447
C 0.207 -4.006 -3.343
C -1.258 -3.579 -2.943
C -2.072 -4.731 -2.329
O -2.546 -5.474 -3.467
C -3.169 -6.646 -3.067
N -1.186 -2.600 -2.031
H 0.963 -3.843 -2.574
H 0.460 -3.589 -4.317
H 0.201 -5.093 -3.422
H -1.800 -3.152 -3.786
H -2.826 -4.355 -1.637
H -1.393 -5.351 -1.743
H -2.452 -7.430 -2.820
H -3.788 -7.010 -3.887
H -3.898 -6.521 -2.267
H -2.093 -2.649 -1.589
H -0.539 -2.864 -1.302
C -0.827 3.708 2.252
C -1.415 3.571 0.908
C -0.622 4.323 -0.211
O -0.581 5.684 0.127
C -0.491 6.523 -1.014
N -1.892 2.191 0.614
H -0.887 4.752 2.561
H 0.165 3.327 2.494
H -1.480 3.269 3.006
H -2.367 4.102 0.887
H -1.208 4.118 -1.107
H 0.403 3.965 -0.310
H -0.377 7.574 -0.751
H -1.427 6.434 -1.566
H 0.326 6.335 -1.710
H -2.901 2.231 0.584
H -1.687 1.980 -0.352
C -2.259 -2.310 3.560
C -1.492 -2.090 2.241
C -1.406 -3.356 1.376
O -0.642 -4.358 2.000
C -0.376 -5.513 1.131
N -2.201 -0.995 1.543
H -2.243 -1.437 4.213
H -1.898 -3.225 4.030
H -3.323 -2.436 3.360
H -0.502 -1.729 2.520
H -0.888 -3.041 0.470
H -2.365 -3.683 0.973
H 0.505 -6.037 1.500
H 0.066 -5.127 0.213
H -1.333 -6.015 0.988
H -2.556 -0.274 2.155
H -3.070 -1.411 1.239
*
```

No. 2
# C5H4BrIS

A molecular structure, C5H4BrIS in a non-equilibrium geometry (ωB97M-V/def2-TZVPD, OMol25).

M = 302.96 g/mol
orbital gap = 8.28 eV
relative energy (zero: lowest compared OMol25 entry of this formula, charge and spin) = 113.7 kcal/mol
E = -3462.613809 hartree
LUMO = -0.363 eV

The geometry in ORCA input format:
```
! wB97M-V def2-TZVPD RIJCOSX def2/J DEFGRID3
* xyz 0 1
C -1.426 0.833 1.137
C -0.834 -0.413 1.123
C -0.759 1.898 0.583
C 1.970 -0.299 1.078
C -0.098 2.743 0.022
S 0.631 -0.711 0.088
Br 3.587 -0.762 0.243
I -0.464 -2.809 -3.046
H -2.335 0.947 1.764
H -1.265 -1.351 1.576
H 0.564 -3.480 -4.041
H 0.430 3.405 -0.528
*
```

No. 3
# C5H14

2 unconnected molecules or ions with the total composition C5H14 in a non-equilibrium geometry (ωB97M-V/def2-TZVPD, OMol25).

M = 74.17 g/mol
orbital gap = 12.21 eV
relative energy (zero: lowest compared OMol25 entry of this formula, charge and spin) = 20.7 kcal/mol
E = -198.856103 hartree
LUMO = 1.184 eV
SMILES = CCC.CC

The geometry in ORCA input format:
```
! wB97M-V def2-TZVPD RIJCOSX def2/J DEFGRID3
* xyz 0 1
C -0.422 -1.574 -0.166
C -0.523 -0.679 -1.442
C 0.823 -0.208 -1.933
H 0.473 -2.186 -0.213
H -1.370 -2.104 -0.261
H -0.531 -1.094 0.790
H -1.120 -1.320 -2.149
H -1.220 0.166 -1.313
H 0.623 0.612 -2.653
H 1.544 0.127 -1.189
H 1.411 -0.973 -2.405
C -0.602 1.190 1.960
C 0.721 1.170 1.241
H -1.300 1.960 1.570
H -1.248 0.311 1.928
H -0.479 1.440 3.033
H 1.509 1.715 1.804
H 0.718 1.348 0.165
H 0.994 0.099 1.234
*
```

No. 4
# C51H51AsClN7O2PS2Sn

A molecular structure, C51H51AsClN7O2PS2Sn in a non-equilibrium geometry (ωB97M-V/def2-TZVPD, OMol25).

M = 1118.21 g/mol
orbital gap = 6.65 eV
relative energy (zero: lowest compared OMol25 entry of this formula, charge and spin) = 93.1 kcal/mol
E = -6555.464501 hartree
LUMO = -2.780 eV

The geometry in ORCA input format:
```
! wB97M-V def2-TZVPD RIJCOSX def2/J DEFGRID3
* xyz 1 1
Sn 0.009 -2.489 1.434
Cl 4.949 3.440 0.417
C 5.390 4.609 1.664
C 6.615 5.231 1.558
C 7.013 6.190 2.460
C 6.136 6.549 3.474
C 4.791 6.116 3.509
C 4.453 5.075 2.575
P 2.847 4.313 2.507
C 1.888 5.054 3.827
C 1.883 4.325 5.022
C 1.206 4.796 6.197
C 0.563 6.047 6.110
C 0.623 6.805 4.952
C 1.272 6.273 3.781
C 1.888 4.970 1.098
C 0.517 4.651 0.926
C -0.106 4.649 -0.338
C 0.601 5.118 -1.443
C 1.821 5.657 -1.228
C 2.514 5.502 -0.054
H 7.211 4.882 0.711
H 8.055 6.579 2.508
H 6.487 7.130 4.297
H 4.030 6.517 4.210
H 2.579 3.474 5.128
H 1.383 4.205 7.165
H 0.042 6.482 6.994
H 0.314 7.840 4.945
H 1.311 6.859 2.856
H -0.029 4.298 1.805
H -1.186 4.403 -0.327
H 0.064 5.100 -2.436
H 2.351 6.244 -1.972
H 3.519 5.915 0.106
S 1.617 -4.207 1.033
C 0.687 -5.552 1.704
C 1.340 -6.546 2.493
C 0.656 -7.656 3.008
C -0.707 -7.856 2.627
C -1.337 -6.920 1.829
C -0.592 -5.843 1.342
As -1.541 -4.793 -0.081
C -1.391 -6.078 -1.655
C -0.378 -7.095 -1.544
C -0.255 -8.065 -2.537
C -1.215 -8.091 -3.541
C -2.308 -7.220 -3.487
C -2.253 -6.068 -2.707
C -3.396 -5.068 0.656
C -4.227 -6.009 0.057
C -5.519 -6.203 0.584
C -5.969 -5.463 1.675
C -5.098 -4.588 2.305
C -3.839 -4.355 1.745
H 2.445 -6.367 2.524
H 1.084 -8.260 3.803
H -1.263 -8.722 2.935
H -2.381 -7.144 1.654
H 0.193 -7.066 -0.621
H 0.608 -8.729 -2.364
H -1.085 -8.780 -4.384
H -3.277 -7.503 -4.031
H -2.950 -5.241 -2.880
H -3.967 -6.651 -0.797
H -6.137 -6.986 0.080
H -6.962 -5.540 2.032
H -5.447 -4.045 3.189
H -3.155 -3.708 2.271
C -1.416 -1.168 6.002
O -0.258 -1.947 6.228
C 0.637 -2.007 5.211
O 0.452 -1.741 4.013
N 1.828 -2.538 5.612
N 2.995 -2.570 4.834
H -1.945 -1.168 6.942
H -1.998 -1.586 5.123
H -1.187 -0.132 5.783
H 1.959 -2.376 6.608
H 3.013 -1.853 4.081
H 2.982 -3.442 4.331
N 0.812 4.422 -7.208
C 1.203 3.275 -7.906
C 2.280 3.455 -8.849
C 2.799 2.367 -9.524
C 2.295 1.076 -9.185
C 1.206 0.907 -8.351
C 0.662 2.016 -7.744
H 1.483 5.191 -7.158
H 0.341 4.263 -6.365
H 2.715 4.405 -9.034
H 3.646 2.361 -10.250
H 2.703 0.175 -9.594
H 0.698 -0.065 -8.247
H -0.180 1.887 -7.022
C -3.052 1.356 -3.272
N -4.275 1.607 -2.474
C -5.451 2.042 -3.053
C -6.349 2.089 -2.092
N -5.762 1.856 -0.919
C -4.378 1.677 -1.067
S -3.283 1.332 0.063
H -3.121 0.350 -3.691
H -2.176 1.431 -2.622
H -3.096 2.055 -4.149
H -5.506 2.351 -4.068
H -7.441 2.137 -2.227
H -6.219 1.977 -0.011
N 0.180 0.182 -2.222
C 1.245 0.778 -1.510
C 1.367 0.068 -0.303
N 0.327 -0.880 -0.274
C -0.361 -0.736 -1.397
H -0.040 0.391 -3.194
H 1.910 1.427 -2.071
H 2.025 0.174 0.535
H -1.257 -1.259 -1.670
*
```